Density functional theory data (ωB97M-V with the def2-TZVPD basis set) for a molecular structure, C5H11AlBrO4.

Summary:
**Net charge**: -1
**Gap between HOMO and LUMO**: 8.8 eV
**HOMO level**: -5.51 eV

The geometry in XYZ format:
```
22
Properties=species:S:1:pos:R:3:forces:R:3:nbo_charge:R:1
C -0.76270 3.26174 1.11325 0.014 0.236 -0.490 -0.65
C -0.58998 2.22991 -0.04218 -0.600 -0.080 0.499 0.09
O 0.76639 1.86350 -0.20874 0.067 0.571 -0.622 -0.71
C -1.46373 0.94716 0.11949 0.460 -0.674 0.039 -0.08
O -0.82406 0.00811 0.97991 -0.436 -0.736 -0.699 -0.97
Al -0.70351 -1.59754 0.05052 0.804 0.516 -0.449 1.80
O 0.34858 -1.43059 -1.47762 0.075 -0.372 1.775 -0.94
C 1.59231 -2.02445 -1.13266 -0.192 -0.048 -1.178 -0.12
C 1.27191 -3.24792 -0.19094 -0.576 0.938 0.681 0.11
Br 2.90290 -3.86099 0.82450 0.193 -0.037 -0.389 -0.17
O 0.32899 -2.93423 0.79590 0.389 0.553 -1.830 -0.92
H 0.07866 3.98624 1.02423 -0.507 -0.414 0.241 0.20
H -0.77696 2.81061 2.12434 0.122 0.061 -0.570 0.21
H -1.70106 3.84638 0.97643 0.497 -0.469 0.134 0.20
H -0.89715 2.73349 -0.98231 0.243 -0.247 0.382 0.16
H 1.18730 1.73027 0.64031 -0.260 -0.328 0.303 0.47
H -1.56939 0.44903 -0.87815 -0.174 0.802 0.257 0.16
H -2.48753 1.20448 0.49080 0.565 -0.021 -0.225 0.15
H -2.07404 -2.19821 -0.52507 -0.208 0.224 0.368 -0.47
H 2.02711 -2.37801 -2.09772 -0.001 -0.295 0.644 0.15
H 2.34738 -1.28652 -0.77184 -0.581 -0.471 0.525 0.16
H 0.99859 -4.11246 -0.83245 0.108 0.292 0.604 0.17
```
Positions in Å, forces in eV/Å.

***

Density functional theory data (ωB97M-V with the def2-TZVPD basis set) for a gas-phase ion, C3H11N2 (charge +1).

Summary:
**Net charge**: +1
**Gap between HOMO and LUMO**: 11.6 eV
**HOMO level**: -14.73 eV

The geometry in XYZ format:
```
16
Properties=species:S:1:pos:R:3:forces:R:3:nbo_charge:R:1
N -0.03976 1.32685 0.98062 0.964 0.379 -0.067 -0.84
C 0.20471 -0.07024 1.35786 -0.749 -0.142 0.714 -0.24
C 0.80380 -0.80579 0.19728 0.467 -0.386 -0.388 -0.45
C -0.14995 -0.97152 -0.96121 -0.371 0.741 -0.972 -0.20
N -0.66050 0.40563 -1.45715 -0.808 -0.399 1.985 -0.73
H 0.82518 1.86311 1.10714 -0.268 -0.153 -0.289 0.39
H -0.67298 1.73887 1.62953 -0.691 0.406 0.489 0.39
H 0.72228 -0.19265 2.31015 0.605 0.160 -0.257 0.22
H -0.76495 -0.49853 1.60927 -0.263 -0.171 -0.273 0.20
H 1.67898 -0.31751 -0.21174 0.385 0.525 0.163 0.22
H 1.20527 -1.76707 0.50635 -0.326 -0.312 -0.017 0.26
H 0.31403 -1.39346 -1.84472 0.132 -0.447 0.130 0.23
H -1.06043 -1.51220 -0.73555 0.026 -0.282 0.229 0.22
H -0.56253 1.06919 -0.59770 0.281 -0.198 -0.229 0.46
H -0.18500 0.78343 -2.24413 0.555 0.227 -0.843 0.43
H -1.65813 0.34186 -1.64599 0.062 0.053 -0.375 0.43
```
Positions in Å, forces in eV/Å.

***

Density functional theory data (ωB97M-V with the def2-TZVPD basis set) for 2 unconnected molecules or ions with the total composition C4H12N4.

Summary:
**Gap between HOMO and LUMO**: 8.7 eV
**HOMO level**: -7.94 eV

The geometry in XYZ format:
```
20
Properties=species:S:1:pos:R:3:forces:R:3:nbo_charge:R:1
N 1.98943 -0.65801 0.54676 -0.093 0.077 0.118 -0.77
C 1.45381 -1.13841 -0.50120 -0.203 0.034 -0.195 0.58
N 0.89265 -2.40395 -0.63348 -0.080 0.082 0.182 -0.83
N 1.45539 -0.40269 -1.69115 -0.136 0.021 0.253 -0.82
H 1.84641 -1.28497 1.33338 0.284 -0.052 0.004 0.33
H 0.66263 -2.82383 0.25374 -0.031 -0.030 -0.029 0.38
H 0.12933 -2.48242 -1.28749 0.056 -0.017 -0.082 0.37
H 0.56589 -0.45086 -2.16888 0.082 -0.048 -0.164 0.36
H 1.68260 0.55964 -1.48253 0.103 -0.007 -0.051 0.39
C -1.73706 -0.39085 1.66265 -0.122 -0.237 -0.118 -0.55
C -1.18839 0.68829 1.10784 0.076 0.116 -0.092 0.02
N -1.72464 1.53112 0.16533 -0.076 -0.040 -0.042 -0.62
C -0.99169 2.68884 -0.28721 0.062 -0.049 0.166 -0.40
H -2.71470 -0.77431 1.39542 -0.034 0.127 0.004 0.19
H -1.18126 -0.92844 2.41147 0.071 -0.096 0.055 0.20
H -0.18731 0.97688 1.39724 0.117 0.080 0.191 0.20
H -2.46935 1.20100 -0.42020 -0.084 -0.045 0.098 0.38
H -1.60512 3.22908 -0.99968 0.027 0.104 -0.129 0.21
H -0.77513 3.36271 0.54589 -0.061 -0.022 -0.025 0.20
H -0.03536 2.42996 -0.74929 0.043 0.004 -0.144 0.17
```
Positions in Å, forces in eV/Å.

***

Density functional theory data (ωB97M-V with the def2-TZVPD basis set) for a molecular structure, C10H18MnN6O7S.

Summary:
**Gap between HOMO and LUMO (spin up / spin down)**: 6.2 / 7.3 eV
**HOMO level (spin up / spin down)**: -9.80 / -9.81 eV
**2S+1**: 2

The geometry in XYZ format:
```
43
Properties=species:S:1:pos:R:3:forces:R:3:nbo_charge:R:1
Mn -0.42826 1.52908 0.24536 1.786 -2.346 0.838 1.24
N -0.31916 1.74778 -1.84174 0.101 0.088 0.132 -0.77
C 1.03914 2.11978 -2.25834 0.621 0.170 0.175 -0.33
C 1.97834 2.22558 -1.04254 -0.070 0.009 -0.973 0.66
O 3.10944 2.65318 -1.14174 -0.227 -0.054 0.044 -0.58
N 1.40424 1.78258 0.10246 0.006 0.137 0.064 -0.56
C 2.11424 2.11488 1.32436 -0.297 -0.003 0.500 -0.35
C 1.11474 1.90428 2.48296 2.267 0.622 0.259 0.78
O 1.42234 2.08348 3.63406 -0.410 -0.096 -0.258 -0.57
O -0.03036 1.46648 2.06016 -1.309 -0.997 -1.138 -0.58
H -0.72336 1.10938 -2.52584 0.027 -0.165 0.499 0.40
H -0.97736 2.56938 -1.85584 0.322 -0.337 -0.269 0.45
H 1.05824 3.09208 -2.76064 -0.036 -0.187 0.018 0.24
H 1.46444 1.37238 -2.93664 -0.128 0.137 0.070 0.23
H 2.43684 3.16298 1.30276 0.002 -0.185 0.089 0.24
H 3.00824 1.49648 1.46696 -0.155 0.101 0.046 0.23
O -2.37366 3.37738 -1.41934 -0.425 0.112 0.326 -0.97
S -2.24256 3.09848 0.00666 -2.172 2.756 -1.391 2.56
O -3.14256 3.77078 0.87236 0.289 -0.366 0.136 -0.88
O -2.26166 1.57758 0.16236 -0.028 -0.870 0.130 -0.83
O -0.77086 3.30808 0.33546 0.095 1.058 0.515 -0.84
C 0.43064 -1.20742 1.34536 0.071 0.272 0.316 -0.07
N -0.31266 -0.63202 0.16816 -0.209 0.132 0.122 -0.51
C 0.32474 -1.20742 -1.05994 0.128 0.208 -0.158 -0.06
N 0.33304 -2.64932 -1.05444 0.171 -0.087 -0.361 -0.46
C 1.06254 -3.11952 0.11686 0.081 -0.056 0.017 -0.07
N 0.42904 -2.64562 1.33636 0.273 -0.183 0.309 -0.46
C -0.94606 -3.12462 1.38286 0.000 -0.050 0.097 -0.07
N -1.69196 -2.64202 0.22926 -0.468 -0.161 0.034 -0.45
C -1.69826 -1.20042 0.23186 -0.296 0.113 -0.007 -0.07
C -1.04436 -3.12652 -0.97844 -0.038 -0.047 -0.088 -0.07
H -0.04906 -0.85242 2.26146 0.110 0.031 -0.215 0.23
H 1.46314 -0.84432 1.30906 -0.148 0.053 -0.008 0.21
H 1.35304 -0.83602 -1.12534 -0.144 0.056 0.037 0.22
H -0.24546 -0.88592 -1.93514 0.060 0.096 0.103 0.19
H 2.08584 -2.73892 0.07436 -0.006 -0.072 0.003 0.20
H 1.08404 -4.21072 0.11766 0.012 0.037 -0.022 0.21
H -1.42126 -2.76362 2.29656 0.003 -0.036 0.002 0.21
H -0.94926 -4.21682 1.38366 -0.007 0.060 0.018 0.21
H -2.17766 -0.83312 1.14126 0.052 0.011 -0.051 0.22
H -2.26636 -0.83532 -0.62724 0.079 0.023 0.056 0.21
H -1.59646 -2.77162 -1.85214 0.012 -0.036 0.008 0.20
H -1.04776 -4.21842 -0.97544 0.003 0.054 -0.023 0.21
```
Positions in Å, forces in eV/Å.

***

Density functional theory data (ωB97M-V with the def2-TZVPD basis set) for a single C3H5NOS molecule.

Summary:
**Gap between HOMO and LUMO**: 8.9 eV
**HOMO level**: -8.87 eV

The geometry in XYZ format:
```
11
Properties=species:S:1:pos:R:3:forces:R:3:nbo_charge:R:1
C 0.25788 -1.44554 -0.43960 1.368 -4.737 -3.193 -0.71
C 1.11264 -0.32117 -0.57508 2.050 5.795 2.672 0.06
N 0.85754 0.68373 0.23948 -0.063 -1.937 -1.545 -0.16
O -0.46675 0.42044 0.94154 2.511 4.937 -2.011 -0.43
C -1.05628 1.75189 0.72809 -1.706 -3.960 2.535 -0.01
S -2.54714 1.63277 1.32109 -0.471 1.355 -0.410 0.02
H 0.39769 -1.90432 -1.50779 -1.097 -0.094 1.919 0.22
H -0.74710 -1.25876 -0.12987 -0.434 0.314 -0.407 0.28
H 0.65690 -2.20897 0.29685 -0.146 0.827 -0.859 0.25
H 2.09210 0.01218 -1.21675 -2.545 -1.775 1.413 0.24
H -0.55748 2.63775 0.34205 0.533 -0.725 -0.114 0.23
```
Positions in Å, forces in eV/Å.

***

Density functional theory data (ωB97M-V with the def2-TZVPD basis set) for a gas-phase ion, C3H7IN3 (charge +1).

Summary:
**Net charge**: +1
**Gap between HOMO and LUMO**: 7.4 eV
**HOMO level**: -13.79 eV

The geometry in XYZ format:
```
14
Properties=species:S:1:pos:R:3:forces:R:3:nbo_charge:R:1
C 1.80686 0.26523 -2.55576 -0.083 -0.106 1.063 0.08
N 0.79943 -0.22438 -2.01337 0.576 0.025 -1.760 -0.37
C 0.21100 -0.48661 -0.90410 -0.768 0.530 0.348 0.25
N -0.24206 0.47614 -0.21447 -2.001 1.283 2.233 -0.32
N -1.21256 0.16200 0.83348 2.862 -1.563 -0.526 -0.32
C -0.53184 0.40037 2.17638 2.184 -0.574 -1.064 -0.43
I -1.92294 -2.04847 0.96667 0.006 1.559 -0.020 0.33
H 2.72720 0.38048 -1.96924 0.012 0.240 -0.625 0.20
H 1.58900 0.58399 -3.54828 0.957 0.224 -0.965 0.22
H -0.12948 -1.45695 -0.74367 -0.250 -1.979 0.314 0.20
H -2.03110 0.73518 0.71000 -0.501 0.218 -0.273 0.43
H -0.11684 1.48040 2.30550 -1.051 -1.945 -0.482 0.27
H -1.33092 0.11311 2.83354 0.298 0.119 1.109 0.23
H 0.38425 -0.38050 2.12333 -2.240 1.968 0.647 0.24
```
Positions in Å, forces in eV/Å.

***

Density functional theory data (ωB97M-V with the def2-TZVPD basis set) for a gas-phase ion, C20H32BN5O4P (charge +1).

Summary:
**Net charge**: +1
**Gap between HOMO and LUMO**: 8.5 eV
**HOMO level**: -11.78 eV

The geometry in XYZ format:
```
63
Properties=species:S:1:pos:R:3:forces:R:3:nbo_charge:R:1
C 4.08747 -4.74294 -0.48527 -0.664 0.422 0.267 -0.72
C 4.91148 -3.76090 0.29681 0.224 -0.234 -0.084 0.68
O 6.05942 -3.55054 -0.00035 0.695 0.181 -0.088 -0.58
N 4.36495 -3.13978 1.41921 -0.688 0.569 -0.661 -0.62
C 3.03364 -2.53877 1.28132 0.054 0.123 0.537 -0.22
C 3.05391 -1.11728 0.67609 -0.136 -0.682 -0.388 -0.43
C 2.81981 -1.13639 -0.85038 0.431 0.644 0.270 -0.43
C 1.91002 -0.02501 -1.39042 0.053 -0.973 -0.359 -0.21
N 0.75980 0.34533 -0.55293 0.308 0.189 -0.214 -0.27
C 0.59540 1.63475 -0.14219 -0.340 0.862 0.301 -0.18
B 1.50230 2.92422 -0.40443 0.555 0.062 0.319 1.00
N 2.35072 3.37274 0.65034 0.020 -1.191 -0.476 -1.05
O 1.49588 3.64944 -1.56212 0.361 -0.534 -0.183 -0.86
C -0.52098 1.67056 0.64091 0.586 -0.374 0.060 0.28
C -1.09789 2.87697 1.29374 -0.592 0.088 -0.310 -0.47
C -1.87302 3.76130 0.26045 0.688 -0.241 0.047 -0.41
C -2.56199 2.94703 -0.79538 -0.754 -0.159 -0.271 -0.07
C -2.01580 2.72235 -2.05961 -0.089 -0.225 -0.094 -0.17
C -2.67289 1.94085 -3.01172 -0.137 -0.007 0.450 -0.22
C -3.91405 1.37798 -2.72738 0.351 0.355 0.436 -0.21
C -4.48792 1.62427 -1.48044 0.151 -0.008 -0.042 -0.20
C -3.81988 2.39296 -0.52939 0.229 -0.108 -0.317 -0.23
N -1.00190 0.37837 0.70017 -0.403 0.640 0.071 -0.30
C -2.18939 0.15035 1.54935 -0.258 -0.092 -0.122 -0.22
C -2.88720 -1.19288 1.50767 0.206 0.023 -0.001 -0.53
C -3.87529 -1.21594 2.64348 0.033 -0.068 -0.160 0.79
O -3.60561 -1.68817 3.70172 0.213 -0.406 0.857 -0.56
O -5.06014 -0.67342 2.36870 -0.306 -0.117 -0.424 -0.67
C -0.22360 -0.42006 -0.05664 -0.550 -0.353 0.520 0.07
P -0.42084 -2.22521 -0.34728 0.505 -0.866 -1.437 1.31
N 0.14722 -2.79114 -1.68882 0.085 0.706 0.549 -1.25
H 4.67066 -5.11757 -1.31110 0.199 -0.231 0.004 0.25
H 3.71651 -5.52439 0.17207 0.095 -0.252 -0.027 0.24
H 3.20349 -4.25469 -0.89280 -0.112 -0.018 -0.143 0.22
H 5.01137 -2.40789 1.68788 0.309 -0.260 0.329 0.38
H 2.56740 -2.48583 2.26390 0.075 -0.075 0.183 0.20
H 2.40953 -3.19339 0.68335 -0.082 -0.121 -0.067 0.20
H 2.31728 -0.51806 1.20947 -0.121 0.160 -0.064 0.20
H 4.02921 -0.67304 0.85598 0.039 0.167 0.256 0.22
H 3.78084 -0.93839 -1.31897 0.112 -0.136 -0.226 0.24
H 2.51594 -2.10911 -1.20786 -0.316 -0.162 0.088 0.24
H 2.53013 0.84703 -1.55980 -0.289 0.445 0.265 0.23
H 1.51516 -0.31207 -2.36085 0.047 0.017 -0.201 0.22
H 3.28713 3.55112 0.30426 -0.067 0.811 0.222 0.41
H 2.42025 2.72348 1.42305 -0.021 0.223 0.187 0.39
H 1.40103 3.09990 -2.34696 -0.413 0.263 -0.151 0.50
H -1.78154 2.62852 2.09536 -0.022 -0.248 0.176 0.23
H -0.29038 3.43840 1.75220 0.104 0.176 0.007 0.26
H -2.58073 4.36315 0.81797 -0.141 0.183 -0.015 0.24
H -1.15867 4.43070 -0.21201 0.038 0.150 -0.067 0.23
H -1.06678 3.16046 -2.33167 0.118 0.168 0.096 0.20
H -2.21253 1.77203 -3.97187 0.047 0.033 -0.156 0.22
H -4.41601 0.77501 -3.46522 -0.143 -0.061 -0.071 0.23
H -5.46539 1.22588 -1.25210 -0.079 -0.044 0.042 0.23
H -4.27453 2.57519 0.43614 -0.166 0.053 0.033 0.21
H -1.89882 0.36463 2.57339 0.266 -0.105 0.149 0.23
H -2.90742 0.91301 1.27468 -0.060 0.105 -0.198 0.25
H -2.19942 -1.99377 1.75067 0.107 -0.166 0.029 0.23
H -3.39404 -1.40559 0.57203 -0.011 0.204 -0.185 0.25
H -5.64667 -0.96658 3.08411 -0.141 0.349 0.103 0.51
H -1.78317 -2.52591 -0.27082 0.028 0.331 0.470 -0.03
H 0.14622 -2.78874 0.81305 -0.272 0.136 0.213 -0.05
H 0.54475 -2.07558 -2.28095 0.038 -0.323 -0.335 0.37
```
Positions in Å, forces in eV/Å.

***

Calculated ΔE to the lowest compared entry with this formula, charge and spin in order - 20.8; 3.3; 18.1; 14.3; 111.8; 83.5; 0.0 kcal per mole